(1)
Formula: C52H42As2F5NaO7SSe
Source: the OMol25 dataset
Level of theory: ωB97M-V/def2-TZVPD

Output
- Electronic energy: -284802.69182 eV
- Orbital gap: 5.541 eV
- Total charge: -2
- Energy relative to the best compared isomer or geometry (same formula, charge and spin): 0.000 eV

Atoms and positions in Å:
Na  1.0898  -0.1681  1.5818
O  -1.0161  -2.1840  6.7844
C  -0.5133  -1.8208  5.7467
C  0.2846  -0.5521  5.5354
O  0.4604  0.3276  6.3522
C  0.7633  -0.5906  4.1346
C  0.2906  -1.7963  3.5102
O  0.5821  -2.1023  2.3004
C  -0.5692  -2.5398  4.4216
O  -1.2183  -3.5514  4.1819
O  1.4378  0.2878  3.5404
C  -0.5390  -2.8392  -2.2568
C  -1.2139  -1.6718  -2.9925
As  -0.3921  0.0757  -2.5699
C  1.4729  -0.4297  -2.8791
C  2.3995  -0.1723  -1.8745
C  3.7252  -0.5638  -2.0234
C  4.1323  -1.2103  -3.1808
C  3.2120  -1.4679  -4.1951
C  1.8883  -1.0795  -4.0427
C  -0.7411  0.9550  -4.2907
C  0.1705  1.8770  -4.8077
C  -0.1172  2.5857  -5.9672
C  -1.3257  2.3878  -6.6273
C  -2.2443  1.4809  -6.1157
C  -1.9536  0.7756  -4.9525
As  -0.0238  -2.4987  -0.3434
C  -1.8611  -2.1838  0.2875
C  -2.8686  -3.1340  0.1089
C  -4.1540  -2.9041  0.5798
C  -4.4517  -1.7168  1.2411
C  -3.4647  -0.7582  1.4093
C  -2.1820  -0.9864  0.9242
C  0.1185  -4.4040  0.1022
C  -0.2902  -4.8908  1.3434
C  -0.1348  -6.2388  1.6484
C  0.4307  -7.1130  0.7268
C  0.8523  -6.6309  -0.5056
C  0.7002  -5.2829  -0.8107
H  0.3904  -3.0674  -2.7795
H  -1.1691  -3.7273  -2.2973
H  -2.2609  -1.6002  -2.6956
H  -1.1815  -1.8267  -4.0710
H  2.1007  0.3324  -0.9613
H  4.4277  -0.3612  -1.2277
H  5.1658  -1.5171  -3.2950
H  3.5251  -1.9766  -5.0995
H  1.1750  -1.2756  -4.8362
H  1.1166  2.0366  -4.3036
H  0.6032  3.2974  -6.3536
H  -1.5511  2.9421  -7.5311
H  -3.1909  1.3230  -6.6209
H  -2.6823  0.0750  -4.5601
H  -2.6381  -4.0761  -0.3736
H  -4.9213  -3.6562  0.4430
H  -5.4493  -1.5444  1.6281
H  -3.6866  0.1768  1.9111
H  -1.4372  -0.2054  1.0358
H  -0.6966  -4.2236  2.0955
H  -0.4477  -6.5927  2.6239
H  0.5535  -8.1626  0.9709
H  1.3053  -7.3002  -1.2280
H  1.0456  -4.9175  -1.7696
C  3.5056  -3.2598  0.5372
O  3.2028  -2.1349  1.3313
H  3.3854  -4.2027  1.0821
H  4.5466  -3.1700  0.2215
H  2.8897  -3.3130  -0.3645
H  2.3355  -2.2643  1.7680
F  7.0966  3.9932  -3.5348
C  6.3352  3.5881  -2.5035
C  5.1911  4.2743  -2.1609
F  4.8379  5.3584  -2.8758
C  4.4180  3.8465  -1.0993
F  3.3143  4.5659  -0.8469
C  4.7349  2.7369  -0.3115
Se  3.6981  2.2076  1.1703
C  5.8940  2.0673  -0.7092
F  6.3070  0.9722  -0.0552
C  6.6818  2.4769  -1.7674
F  7.7948  1.7952  -2.0959
O  0.0738  1.5662  0.8336
S  0.4047  3.0119  1.1218
C  0.3799  3.1878  2.9327
C  -0.9551  3.1083  3.6087
C  -1.6357  1.8938  3.7014
C  -2.8650  1.8185  4.3380
C  -3.4340  2.9561  4.8998
C  -2.7627  4.1692  4.8199
C  -1.5337  4.2417  4.1744
C  -1.0959  4.0121  0.6956
C  -2.4195  3.3156  0.5789
C  -3.4873  3.6221  1.4164
C  -4.7182  2.9986  1.2532
C  -4.8969  2.0551  0.2488
C  -3.8327  1.7377  -0.5878
C  -2.6069  2.3623  -0.4219
H  0.8879  4.1367  3.1243
H  1.0285  2.3635  3.2530
H  -1.1887  1.0003  3.2828
H  -3.3669  0.8605  4.4160
H  -4.3861  2.8922  5.4142
H  -3.1911  5.0596  5.2662
H  -1.0055  5.1896  4.1242
H  -0.8116  4.4195  -0.2762
H  -1.1140  4.8236  1.4265
H  -3.3555  4.3475  2.2114
H  -5.5343  3.2433  1.9243
H  -5.8513  1.5551  0.1309
H  -3.9521  0.9842  -1.3586
H  -1.7762  2.1061  -1.0683

=====

(2)
Formula: C52H42BrGeMoN3O2S3
Source: the OMol25 dataset
Level of theory: ωB97M-V/def2-TZVPD

Output
- Electronic energy: -224092.40918 eV
- Orbital gap (spin up / spin down): 6.978 / 4.815 eV
- Total charge: -1
- Spin multiplicity: 4

Atoms and positions in Å:
Mo  0.0570  0.6062  -1.2072
C  0.0488  3.3385  3.7853
C  -0.1956  2.0874  4.5873
C  -0.6496  2.2014  5.8921
C  -0.9056  1.0734  6.6628
C  -0.7006  -0.1695  6.0973
C  -0.2320  -0.3215  4.7891
C  -0.0128  -1.7338  4.3015
C  0.0398  0.8109  4.0214
N  0.4624  0.7716  2.6650
C  1.7106  1.1456  2.4735
O  2.6777  1.1564  3.2592
C  1.9132  1.9518  1.1744
C  2.9290  2.8998  1.2404
C  2.8612  4.0471  0.4735
C  1.7154  4.2743  -0.2654
C  0.8104  3.2423  -0.3804
N  0.9695  2.0466  0.2178
C  -0.5298  3.4568  -1.0321
O  -0.9475  4.5975  -1.1699
N  -1.1824  2.3095  -1.3176
C  -2.6153  2.4300  -1.4161
C  -3.3423  2.3408  -2.6075
C  -2.7222  2.1839  -3.9660
C  -4.7348  2.4206  -2.5404
C  -5.3964  2.5952  -1.3420
C  -4.6658  2.6921  -0.1657
C  -3.2839  2.6095  -0.1825
C  -2.5159  2.6870  1.1091
H  -0.5494  4.1648  4.1738
H  -0.2038  3.1843  2.7362
H  1.1016  3.6370  3.8257
H  -0.8182  3.1928  6.3026
H  -1.2584  1.1661  7.6843
H  -0.8982  -1.0673  6.6764
H  0.8250  -2.1963  4.8296
H  0.2026  -1.7892  3.2379
H  -0.9026  -2.3391  4.4886
H  3.6926  2.7341  1.9869
H  3.6427  4.7959  0.5326
H  1.4927  5.2097  -0.7595
H  -1.6501  2.0928  -3.9201
H  -2.9734  3.0469  -4.5900
H  -3.1114  1.2896  -4.4573
H  -5.2990  2.3391  -3.4644
H  -6.4784  2.6501  -1.3190
H  -5.1734  2.8142  0.7851
H  -3.1759  2.4945  1.9550
H  -2.0765  3.6796  1.2383
H  -1.6941  1.9664  1.1531
S  -3.7869  -1.6807  -2.5647
C  -2.3777  -0.9544  -2.1269
S  -0.9670  -0.6920  -3.0497
S  -2.2168  -0.2318  -0.5419
Br  2.6898  -0.3454  -1.3003
C  2.7821  -0.3103  -3.1863
C  3.6085  -1.1656  -3.8437
C  3.7531  -0.9991  -5.2403
C  3.1356  0.0442  -5.8671
C  2.2982  0.9436  -5.1574
C  1.7451  2.0919  -5.7740
C  1.0057  2.9491  -5.0202
C  0.6765  2.6456  -3.6738
C  1.1028  1.5102  -3.0200
C  2.0320  0.7216  -3.7847
H  4.1495  -1.9361  -3.3094
H  4.3855  -1.6809  -5.7957
H  3.2884  0.2122  -6.9276
H  1.9432  2.2819  -6.8234
H  0.6069  3.8568  -5.4605
H  0.0030  3.3428  -3.2003
C  0.7661  -5.7682  -2.6621
C  0.9368  -4.5200  -3.2390
C  0.7403  -3.3645  -2.4857
C  0.3655  -3.4213  -1.1469
C  0.2336  -4.6948  -0.5777
C  0.4184  -5.8526  -1.3188
Ge  0.2930  -1.9120  0.1626
C  -1.3770  -2.3360  1.1768
C  -2.2740  -3.3252  0.7581
C  -3.5182  -3.4722  1.3616
C  -3.8965  -2.6435  2.4085
C  -3.0286  -1.6448  2.8310
C  -1.7978  -1.4873  2.2139
C  2.0112  -2.4215  1.0653
C  2.9187  -3.2414  0.3726
C  4.1398  -3.6024  0.9226
C  4.5049  -3.1511  2.1871
C  3.6328  -2.3313  2.8816
C  2.4078  -1.9766  2.3234
H  0.9103  -6.6686  -3.2480
H  1.2249  -4.4346  -4.2812
H  0.9117  -2.4144  -2.9620
H  -0.0001  -4.7903  0.4782
H  0.3052  -6.8208  -0.8441
H  -2.0366  -3.9654  -0.0783
H  -4.1993  -4.2319  0.9950
H  -4.8665  -2.7623  2.8766
H  -3.3113  -0.9692  3.6301
H  -1.1529  -0.6632  2.5106
H  2.6926  -3.6003  -0.6199
H  4.8099  -4.2375  0.3528
H  5.4602  -3.4317  2.6173
H  3.8926  -1.9383  3.8576
H  1.7681  -1.3255  2.8948

=====

(3)
Formula: C52H42F15GeN2OPRuS3Sb
Source: the OMol25 dataset
Level of theory: ωB97M-V/def2-TZVPD

Output
- Electronic energy: -207817.34273 eV
- Orbital gap (spin up / spin down): 7.034 / 6.781 eV
- Total charge: +1
- Spin multiplicity: 5
- Energy relative to the best compared isomer or geometry (same formula, charge and spin): 0.000 eV

Atoms and positions in Å:
Ru  1.6326  -0.9615  -0.6298
S  3.4518  -0.9066  -2.0001
C  4.1029  -2.5144  -1.9162
C  5.3881  -2.7358  -2.5449
N  6.4094  -2.8775  -3.0606
C  3.4384  -3.4904  -1.2953
S  1.9005  -3.1943  -0.5398
C  3.9420  -4.8415  -1.1975
N  4.3256  -5.9222  -1.0752
C  -4.9470  0.7763  -0.5050
C  -4.2077  2.0208  -0.9843
C  -4.2996  2.1416  -2.5045
C  -4.6904  3.2863  -0.2822
Sb  -2.0928  1.6253  -0.4672
C  -1.7922  2.1042  1.6715
C  -2.8214  1.2270  2.3862
C  -0.3819  1.7391  2.1227
C  -2.0397  3.5905  1.9317
C  -0.6268  2.6841  -1.7332
C  -1.3655  3.4442  -2.8295
C  0.1730  3.6411  -0.8552
C  0.2519  1.6000  -2.3667
H  -6.0212  0.9263  -0.6822
H  -4.8158  0.5786  0.5595
H  -4.6420  -0.1189  -1.0552
H  -5.3547  2.0242  -2.7886
H  -3.7389  1.3645  -3.0324
H  -3.9723  3.1168  -2.8621
H  -5.6967  3.5187  -0.6579
H  -4.0608  4.1566  -0.4878
H  -4.7741  3.1544  0.7976
H  -2.6752  0.1640  2.1695
H  -3.8502  1.4985  2.1347
H  -2.7040  1.3627  3.4711
H  -0.0778  0.7385  1.8304
H  -0.3682  1.7751  3.2237
H  0.3627  2.4472  1.7638
H  -3.0262  3.9293  1.6216
H  -1.2872  4.2191  1.4504
H  -1.9615  3.7627  3.0164
H  -2.0447  4.1985  -2.4254
H  -1.9256  2.7844  -3.4920
H  -0.6196  3.9713  -3.4395
H  -0.4588  4.4096  -0.4060
H  0.9097  4.1540  -1.4935
H  0.7250  3.1232  -0.0731
H  -0.3070  0.9931  -3.0822
H  0.6638  0.9217  -1.6316
H  1.0924  2.0726  -2.8965
F  -0.5033  -4.0397  1.9881
C  -1.7468  -3.6829  2.3343
C  -2.6095  -3.1478  1.3892
C  -3.8571  -2.7452  1.8359
F  -4.7427  -2.1625  1.0190
C  -4.2469  -2.9028  3.1470
F  -5.4470  -2.5044  3.5571
C  -3.3707  -3.4690  4.0460
F  -3.7356  -3.6264  5.3060
C  -2.1084  -3.8563  3.6475
F  -1.2647  -4.3741  4.5334
Ge  -1.9315  -2.9098  -0.4186
S  -0.6473  -1.1362  -0.1107
C  -1.1955  -4.5202  -1.2082
C  -0.6466  -4.3971  -2.4774
F  -0.5601  -3.1950  -3.0600
C  -0.1842  -5.4729  -3.1911
F  0.3545  -5.3219  -4.3941
C  -0.2946  -6.7313  -2.6372
F  0.1311  -7.7815  -3.3119
C  -0.8587  -6.9007  -1.3918
F  -0.9719  -8.1205  -0.8826
C  -1.3049  -5.8014  -0.6917
F  -1.8516  -6.0361  0.5044
C  -3.3953  -2.5320  -1.6653
C  -3.5562  -1.4306  -2.4826
F  -2.6705  -0.4215  -2.4855
C  -4.6290  -1.2935  -3.3359
F  -4.7574  -0.2043  -4.0896
C  -5.5758  -2.2922  -3.4053
F  -6.6081  -2.1701  -4.2203
C  -5.4469  -3.4187  -2.6197
F  -6.3559  -4.3808  -2.6882
C  -4.3736  -3.5131  -1.7659
F  -4.3081  -4.6109  -0.9953
O  2.2009  1.0040  0.1976
P  3.4985  1.4681  0.8663
C  4.5595  2.2894  -0.3069
C  5.7565  2.8928  0.0897
C  6.5558  3.5259  -0.8498
C  6.1559  3.5774  -2.1816
C  4.9508  3.0111  -2.5729
C  4.1511  2.3676  -1.6359
C  4.3010  0.0737  1.6531
C  3.5533  -1.0897  1.7525
C  4.0800  -2.2475  2.3000
C  5.3791  -2.2286  2.7897
C  6.1275  -1.0563  2.7413
C  5.5934  0.0945  2.1769
C  3.1587  2.6670  2.1418
C  2.9868  2.2596  3.4669
C  2.6114  3.1864  4.4310
C  2.4056  4.5154  4.0734
C  2.5726  4.9247  2.7530
C  2.9530  4.0034  1.7862
H  6.0572  2.8963  1.1316
H  7.4881  3.9850  -0.5440
H  6.7851  4.0709  -2.9145
H  4.6346  3.0661  -3.6082
H  3.2102  1.9231  -1.9320
H  2.5323  -1.0598  1.4354
H  3.4820  -3.1496  2.3484
H  5.8077  -3.1293  3.2147
H  7.1332  -1.0376  3.1432
H  6.1962  0.9945  2.1394
H  3.1497  1.2217  3.7441
H  2.4831  2.8733  5.4625
H  2.1264  5.2411  4.8314
H  2.4140  5.9628  2.4796
H  3.0973  4.3231  0.7596